A cluster of 2 separate species, C7H15F3NO2S in total, computed with ωB97M-V/def2-TZVPD.

Each line ends with the natural charge from an NBO analysis.
Geometry (Å):
O (1.3088, 2.1687, 0.6652)  -0.838
H (-0.7145, 1.4221, 1.4589)  0.264
H (-1.9349, -0.3161, -1.2048)  0.231
C (-1.8754, -0.4636, 1.8140)  -0.642
F (4.1258, -1.1537, -0.1605)  -0.255
H (-1.8779, -1.5302, 1.5466)  0.219
H (-0.6969, -1.9448, -0.0079)  0.237
O (1.4056, 1.3901, -1.7230)  -0.847
H (0.8219, -0.5899, -2.1661)  0.234
H (-0.3197, -1.9405, -2.1920)  0.231
C (3.7344, -0.2691, 0.7306)  1.091
H (0.2776, -0.1500, 2.0409)  0.239
C (-2.1474, 1.7496, -0.6832)  -0.635
F (3.2290, -0.7584, 1.8057)  -0.254
H (-2.0255, -0.3514, 2.9347)  0.256
N (-0.2515, 0.0354, -0.0369)  -0.358
C (-0.5388, 0.2813, 1.4167)  -0.243
H (-2.3212, 1.9298, 0.3807)  0.228
H (-3.1009, 1.5274, -1.0375)  0.238
H (-2.7559, -0.0812, 1.3733)  0.223
F (4.6478, 0.6357, 0.9681)  -0.246
H (1.4158, -2.2649, -1.9511)  0.259
C (0.1854, -1.2724, -0.2265)  -0.259
C (0.6181, -1.5364, -1.6994)  -0.667
H (-1.7770, 2.6911, -1.3086)  0.247
S (1.4578, 1.1379, -0.3258)  1.828
H (1.0361, -1.5529, 0.5834)  0.221
H (-0.6843, 0.7048, -1.9626)  0.261
C (-1.2421, 0.5016, -1.0327)  -0.264

Cartesian forces (eV/Å) of the 2 atoms listed first:
0.3 -0.2 -0.6
0.7 -2.0 0.6

The total charge is +1. The value obtained for the orbital gap (spin up / spin down) is 8.52 / 6.55 eV. Its HOMO energy (spin up / spin down) is -14.30 / -13.93 eV. The maximum force is 5.2 eV Å⁻¹. For the LUMO energy (spin up / spin down), the calculation gives -5.780 / -7.382 eV. The total energy comes out at -1178.3114 Ha.